# 1
3 unconnected molecules or ions with the total composition C4H11NO3 at a distorted geometry, computed with the ωB97M-V functional and the def2-TZVPD basis.

Calculated values
LUMO: -0.1621 Eh
Highest occupied orbital energy: -9.4 eV
Net charge: 0

XYZ file:
```
19
Properties=species:S:1:pos:R:3:forces:R:3
C 1.275936 -1.156394 0.165497 2.82 0.21 0.35
O 2.170607 -0.656593 -0.653790 -0.61 -0.50 0.23
C -0.151128 -0.383640 -0.061252 -2.58 0.91 -0.02
C -1.349453 -1.211381 0.325877 -0.83 1.41 -0.52
C -2.455357 -1.085819 -0.426747 0.43 -0.86 0.79
O -1.831949 1.847689 -1.054317 1.00 -0.03 0.91
N -0.127161 0.896108 0.501564 1.90 -1.48 -0.04
H 1.151556 -2.231470 0.030068 -0.96 -0.08 -0.22
H 1.505960 -0.915139 1.230915 -0.32 -0.24 -0.26
H 2.732909 0.437050 0.161141 0.32 1.25 0.36
H -0.168326 -0.219157 -1.147414 0.66 -0.55 -0.13
H -2.499418 -0.480932 -1.313826 0.14 0.06 -0.24
H -1.425551 -1.660692 1.310877 0.32 -0.17 -0.13
H -3.359827 -1.600821 -0.125455 -0.06 0.13 0.01
H 0.806766 1.322470 0.489736 0.05 0.16 -0.42
H -2.036005 2.796636 -1.087295 0.15 -0.19 0.06
H -0.884025 1.565544 0.179707 -2.32 0.52 -0.59
H 3.799045 1.440618 0.752304 -0.29 0.15 0.08
O 2.845428 1.295924 0.722414 0.18 -0.70 -0.21
```
Forces are in eV/Å.

---

# 2
2 unconnected molecules or ions with the total composition C4H7BrOS at a distorted geometry, computed with the ωB97M-V functional and the def2-TZVPD basis.

Calculated values
LUMO (spin up / spin down): -0.0142 / -0.0414 Eh
Highest occupied orbital energy (spin up / spin down): -9.1 / -8.4 eV
Net charge: 0

XYZ file:
```
14
Properties=species:S:1:pos:R:3:forces:R:3
C -0.204448 0.745456 0.076543 -0.06 -2.57 -2.08
C -1.077725 1.671972 0.042515 -1.33 2.80 1.31
C 0.489808 -1.539238 0.351184 1.90 -0.51 -0.15
C -0.305057 -0.621654 -0.603008 -1.09 -2.34 1.39
O 0.856867 4.797467 0.450390 -0.99 0.04 0.29
S -0.131714 4.042086 1.559614 0.66 -0.35 -1.04
Br -2.867440 2.027898 -0.279846 0.77 -0.42 -0.25
H 0.734486 0.696448 0.567928 0.73 1.31 0.62
H 1.637377 -1.275550 0.471337 -2.16 -0.60 -0.62
H 0.339824 -2.567928 -0.046093 0.60 0.44 0.64
H 0.107269 -1.477206 1.382138 -0.13 -0.11 -0.43
H -1.300031 -1.212334 -0.567211 0.84 1.88 -0.25
H 0.049346 -0.773924 -1.629581 0.13 0.77 0.21
H 1.723500 4.393184 0.366933 0.13 -0.36 0.36
```
Forces are in eV/Å.

---

# 3
A molecular structure, Cl3FKLi at a distorted geometry, computed with the ωB97M-V functional and the def2-TZVPD basis.

Calculated values
LUMO: 0.1226 Eh
Highest occupied orbital energy: -0.5 eV
Net charge: -2

XYZ file:
```
6
Properties=species:S:1:pos:R:3:forces:R:3
Li 0.300840 0.015697 0.026548 1.18 -0.44 -0.01
K -2.100583 1.018405 -1.330365 1.06 -0.52 0.37
Cl 0.731328 2.036587 1.455594 -0.49 0.16 -0.32
Cl -1.756089 -1.274186 0.694263 -0.50 0.55 -0.53
Cl 2.184886 -2.099997 1.049276 0.09 -0.08 -0.02
F 0.639618 0.303492 -1.895317 -1.34 0.32 0.52
```
Forces are in eV/Å.

---

# 4
C5H10S in the gas phase at a distorted geometry, computed with the ωB97M-V functional and the def2-TZVPD basis.

Calculated values
LUMO: 0.0347 Eh
Highest occupied orbital energy: -8.9 eV
Net charge: 0
SMILES: C/C=C/[C@H](C)S

XYZ file:
```
16
Properties=species:S:1:pos:R:3:forces:R:3
C 0.922501 2.366831 -1.481626 0.23 -1.82 0.52
C 0.975212 0.969799 -0.682621 -0.04 2.79 -1.13
C -0.061567 0.339230 -0.183068 -1.28 -2.06 0.53
C -0.107470 -0.803532 0.806826 2.43 -2.24 1.42
C -0.900438 -2.044972 0.421258 2.06 -1.30 -2.47
S -0.959431 -0.205557 2.277713 0.01 1.13 0.87
H -0.140162 2.535608 -1.759026 0.89 -0.16 -0.65
H 1.162828 3.252546 -0.868736 0.14 -0.70 0.28
H 1.737387 2.330212 -2.271111 -1.56 0.14 0.43
H 1.952886 0.563408 -0.571339 0.74 -0.09 0.67
H -1.102193 0.392590 -0.456077 -0.36 1.60 -0.46
H 0.926306 -1.234116 1.085805 -1.19 1.23 -0.30
H -0.303977 -2.460704 -0.498532 -1.51 0.29 1.41
H -1.082552 -2.879100 1.139129 0.85 0.91 -0.10
H -1.867851 -1.739956 0.154971 -1.48 0.35 -0.90
H -1.151479 -1.382287 2.886435 0.07 -0.06 -0.13
```
Forces are in eV/Å.

---

# 5
A molecular structure, C6H27B3NO2Zn at a distorted geometry, computed with the ωB97M-V functional and the def2-TZVPD basis.

Calculated values
LUMO: 0.1032 Eh
Highest occupied orbital energy: -5.5 eV
Net charge: -1

XYZ file:
```
40
Properties=species:S:1:pos:R:3:forces:R:3
Zn -0.086029 -1.084753 0.162378 -0.06 -0.70 -0.19
B -2.281352 -1.229806 -0.087654 -0.45 0.09 -0.72
H -1.704361 -2.232121 0.226216 -0.15 -0.58 0.09
H -1.963947 -0.930800 -1.217663 -0.18 -0.01 -0.32
H -3.471857 -1.371371 -0.010717 -0.14 0.05 0.29
H -1.851006 -0.366530 0.615138 -0.39 0.71 0.58
B 0.343413 -2.846079 -1.408539 -0.27 -0.87 -0.73
H 0.292151 -1.687496 -1.708312 0.16 0.68 -0.56
H 0.307389 -2.937452 -0.214593 0.24 -0.42 0.75
H -0.649291 -3.370165 -1.854117 -0.27 0.06 0.13
H 1.284219 -3.451226 -1.875133 0.53 0.37 0.16
B 0.455770 -1.113948 2.333327 0.00 -0.26 0.86
H 0.902214 -0.887437 3.428755 0.18 0.13 0.09
H -0.720804 -1.335856 2.412381 -0.14 -0.15 0.12
H 0.632601 -0.113580 1.676308 0.09 0.62 -0.21
H 1.070929 -2.022625 1.833398 0.01 -0.30 -0.04
C -3.552368 2.499189 -0.050006 0.03 -0.25 0.50
O -2.195059 2.400636 -0.409830 0.12 0.56 -0.20
C -1.334998 2.289439 0.712596 -0.09 -0.87 -0.25
C 0.054832 2.031253 0.164679 -0.12 0.75 -0.08
N 0.045787 0.882848 -0.760147 0.72 0.79 0.13
C 1.263380 0.904371 -1.584997 -0.07 0.52 -0.19
C 2.488089 0.450609 -0.811317 0.45 0.01 -0.47
O 2.240412 -0.796605 -0.221833 0.27 0.37 -0.27
C 3.325444 -1.303612 0.529035 -0.20 0.13 0.09
H -3.686932 3.235727 0.756436 -0.02 0.07 -0.16
H -3.917107 1.535263 0.325653 -0.02 0.02 -0.14
H -4.120643 2.807906 -0.924021 0.02 -0.05 -0.04
H -1.654494 1.415086 1.289108 0.03 0.26 0.32
H -1.360689 3.207160 1.309798 0.03 -0.02 0.08
H 0.770660 1.917448 0.977434 -0.07 -0.29 0.03
H 0.343462 2.944867 -0.384061 0.10 -0.14 -0.06
H -0.770887 1.074262 -1.335027 -0.08 -0.62 -0.15
H 1.438891 1.930626 -1.944380 0.17 -0.02 0.10
H 1.141340 0.310566 -2.488604 -0.20 -0.38 0.26
H 2.834527 1.205772 -0.090388 -0.30 -0.10 0.26
H 3.315808 0.357025 -1.532777 -0.04 -0.01 0.00
H 3.163267 -2.374834 0.618156 0.08 0.01 0.02
H 3.337470 -0.853384 1.527588 0.03 -0.03 -0.02
H 4.269767 -1.090370 0.015732 0.00 -0.12 -0.03
```
Forces are in eV/Å.

---

# 6
C3H5NO2 in the gas phase, computed with the ωB97M-V functional and the def2-TZVPD basis.

Calculated values
LUMO: -0.0065 Eh
Highest occupied orbital energy: -9.3 eV
Net charge: 0

XYZ file:
```
11
Properties=species:S:1:pos:R:3:forces:R:3
N -0.249799 1.860031 -0.758553 -0.02 -0.57 0.19
C -0.085615 0.665660 -0.421934 0.04 0.48 -0.11
C 1.217276 0.062339 0.085817 0.06 0.20 -0.14
O 1.016200 -1.053324 0.898663 0.01 0.04 0.22
C -1.290891 -1.026373 0.516674 -0.46 0.13 -0.30
O -1.091901 -0.323821 -0.573745 -0.03 -0.25 0.11
H -1.191293 2.035596 -1.108411 0.03 -0.03 -0.02
H 1.808313 -0.223360 -0.797363 -0.11 0.02 0.16
H 1.756213 0.871739 0.594001 -0.11 -0.09 -0.05
H -1.854229 -1.921938 0.204466 -0.21 0.16 -0.12
H 0.052095 -0.963430 1.272149 0.80 -0.10 0.07
```
Forces are in eV/Å.

---

Calculated energy relative to the best compared isomer or geometry (same formula, charge and spin), 8.833, 4.122, 0.000, 1.798, 0.000, 4.568 eV (same order as the records).
Calculated calculated total energy, -11951.2767, -87181.5373, -56820.5833, -16180.6799, -62689.7944, -8773.1271 eV (same order as the records).